[1]
A cluster of 4 separate species, C37H77ClN4O10P3S in total at a distorted geometry. Source: the OMol25 dataset; level of theory: ωB97M-V with the def2-TZVPD basis set.

Structure (XYZ):
```
133
Properties=species:S:1:pos:R:3:forces:R:3
C 7.531 0.257 -3.141 1.28 1.31 -1.80
C -1.607 -0.837 1.211 -0.49 -1.84 0.54
H 2.258 0.169 -0.606 0.52 1.29 1.29
H 11.860 -3.263 -6.733 -0.07 -0.05 0.02
N 0.238 3.205 -0.869 1.04 -2.43 1.38
H -4.033 -5.888 4.533 -0.03 0.00 0.07
H -10.174 -1.143 4.744 0.03 -0.06 0.06
H 4.913 -4.087 -2.026 -1.25 0.72 0.74
C -3.478 -0.339 2.632 -1.80 0.79 0.38
H 3.321 3.129 1.536 -1.62 -0.70 -0.76
H -1.701 -2.312 -0.530 -1.03 0.52 1.21
H 0.044 -1.073 -0.301 -0.65 1.14 1.24
C -2.258 -4.239 5.800 0.08 -0.10 0.06
O 5.437 -1.459 -3.164 0.08 2.00 3.44
H -6.432 3.495 1.322 0.02 -1.97 0.05
C -6.358 2.353 1.380 0.70 -3.93 0.28
C -1.008 5.931 -1.384 -1.33 0.33 -2.13
H -1.368 -6.181 5.468 0.01 0.09 0.07
O 5.184 -1.794 -0.596 0.68 2.50 -1.08
H 8.954 1.589 -4.283 -0.28 -0.50 1.69
H -11.214 -3.049 5.284 -0.03 -0.08 0.00
H 4.160 2.599 -0.532 -0.49 -1.64 -0.16
O -2.883 -4.161 4.524 0.07 0.18 -0.25
H 3.421 0.313 -2.414 1.35 0.59 0.58
H 9.528 -1.423 -5.585 -0.05 -0.10 0.01
C 10.578 -1.334 -5.286 0.13 -0.06 0.01
H 12.131 -2.181 -8.084 0.02 0.16 0.18
H -5.924 -1.930 1.730 -0.37 2.04 -0.21
P 5.597 -0.688 -1.821 -0.10 -3.16 -4.86
C -0.174 8.029 -2.833 -0.48 -0.34 0.06
H 4.753 1.551 -2.695 -0.31 -1.29 0.99
H 10.818 -3.428 -4.762 -0.06 0.03 0.07
H -2.860 -3.719 6.551 -0.04 -0.06 0.03
H -6.178 -4.700 5.110 0.07 0.04 -0.01
C -10.661 -3.347 3.204 -0.13 0.01 0.03
C 0.528 1.964 -0.134 -0.07 -0.19 1.31
H -0.835 8.968 -2.956 0.98 -1.63 0.09
H -5.291 -3.161 5.203 -0.03 -0.07 -0.06
H -3.432 -1.467 2.797 -0.05 1.44 -0.50
H -4.193 2.395 2.244 -1.45 -1.29 -0.45
O 7.211 -0.143 -1.759 -2.73 -0.45 0.08
H -11.144 -3.731 2.303 0.12 0.20 -0.04
H -1.224 6.185 -4.703 0.67 -0.65 0.79
H 3.184 -3.708 -2.494 1.21 -0.16 1.40
H -2.858 -6.238 6.406 0.06 0.03 0.07
H -3.327 -1.519 -0.202 1.05 -0.61 0.93
H 3.430 -2.573 0.233 0.77 0.51 -1.58
C 4.069 1.461 -0.505 1.15 -0.67 0.05
H 0.558 -0.323 1.286 -1.32 0.79 -1.41
H -7.696 -1.427 5.095 -0.03 -0.01 -0.07
O 11.412 -1.260 -6.434 0.04 0.17 0.01
H 10.675 -0.373 -4.774 0.11 0.01 -0.21
H -1.529 6.681 -0.673 1.04 -1.28 -0.84
C -11.670 -3.353 4.339 0.07 0.10 0.18
H 4.952 1.100 0.154 -1.46 0.81 -0.81
H 0.536 7.956 -3.722 -0.67 0.26 1.45
C 11.437 -2.409 -7.271 -0.06 0.01 -0.08
C 2.194 3.054 1.337 -0.34 2.03 1.70
O -0.766 5.773 -3.930 -0.65 1.21 0.28
H 3.052 0.194 1.043 -0.51 1.17 -1.28
C 3.879 -2.394 -0.814 -1.36 -1.09 -0.01
H 9.702 0.929 -2.678 -1.51 0.66 -0.76
P 1.017 3.328 -2.445 1.01 2.18 -2.18
C -4.906 0.161 2.063 -2.20 0.94 -0.98
H -8.218 -0.768 0.738 1.37 0.89 0.55
O -2.471 0.192 1.738 0.78 -1.21 -0.52
N -0.414 1.006 -0.204 1.38 1.39 -0.28
H 1.715 3.065 2.392 0.67 -0.19 -1.75
C -5.065 1.712 1.933 -2.58 -1.65 -0.99
H -8.442 1.926 0.489 1.33 -1.19 0.68
H 8.364 2.284 -2.653 0.93 -1.46 -0.75
H -12.083 -4.355 4.476 0.03 0.07 -0.03
C 10.084 -2.752 -7.868 -0.19 -0.01 0.15
H -1.650 4.981 -1.518 0.95 1.42 0.36
S -1.081 3.256 2.633 0.44 -0.11 -0.07
H -1.371 1.624 -2.114 0.09 -0.54 1.66
C -6.052 -0.792 1.636 0.02 4.47 -0.33
C 10.971 -2.440 -4.322 0.00 -0.19 -0.07
H -1.320 -3.685 5.717 -0.13 0.04 -0.18
H -4.972 -4.440 6.373 -0.07 -0.04 -0.04
H -1.375 -5.657 7.167 -0.04 0.02 -0.08
H 12.027 -2.360 -4.053 -0.09 0.07 0.01
H -2.261 0.311 -1.209 1.76 1.13 0.43
C -2.401 -1.944 0.306 0.92 -0.01 -0.13
H 3.035 4.122 -3.111 -0.58 -0.31 0.55
H 7.806 -0.630 -3.810 -0.59 1.02 1.35
H -2.155 7.015 -2.931 1.56 -0.75 0.33
H -1.248 -1.444 2.131 -0.14 0.93 -1.53
C 2.738 0.885 0.167 0.88 -2.29 -0.18
C -7.515 1.417 0.916 3.58 -1.08 1.67
N 1.727 1.838 0.651 -1.62 0.65 -2.26
C -9.497 -1.349 3.909 0.05 0.00 -0.04
O 0.333 5.570 -0.974 -1.07 -0.94 1.04
H -2.825 2.956 -1.127 0.07 -0.76 0.75
C 1.766 4.462 0.669 -0.01 0.73 1.28
C 0.329 4.437 -0.038 2.24 1.60 -1.08
C 8.749 1.330 -3.181 -1.02 -0.20 0.48
C -4.144 -4.807 4.398 -0.08 0.05 0.07
C -1.053 6.668 -2.832 -0.85 1.22 1.10
H 10.369 -2.383 -3.412 0.03 0.01 -0.05
H 1.676 5.206 1.552 0.24 -1.17 -1.32
C 4.360 0.771 -1.960 -0.03 0.53 1.37
H -8.470 -3.000 4.880 0.03 0.07 0.05
O 2.699 3.731 -2.273 -1.68 -0.94 0.25
C -0.283 -0.299 0.494 0.50 -1.25 0.47
H 9.372 -3.061 -7.099 0.03 -0.06 -0.06
Cl 1.093 1.399 -3.396 0.03 0.37 1.36
H 0.343 8.126 -1.820 -0.30 -0.08 -1.62
C 3.902 -3.796 -1.592 -0.50 -0.30 -0.77
C -1.946 -5.660 6.235 -0.17 -0.15 -0.03
H -12.488 -2.659 4.132 0.04 -0.09 -0.05
H 3.521 -4.685 -0.967 0.64 1.55 -0.67
C -8.239 -2.054 4.383 -0.03 -0.25 0.09
H 2.598 4.910 0.005 -1.71 -0.98 0.56
N -2.582 2.250 -0.403 0.71 -0.48 -1.70
H -7.582 -2.279 3.539 -0.05 0.09 0.05
H 9.657 -1.885 -8.381 0.10 -0.06 -0.01
O -10.183 -2.048 2.878 0.06 0.09 -0.19
H 3.182 -1.695 -1.408 1.14 -0.91 0.98
H -9.822 -4.018 3.418 0.01 -0.01 0.09
H -3.337 0.158 3.652 -0.06 -0.66 -1.36
H 10.180 -3.573 -8.583 0.02 0.07 0.05
C -5.208 -4.245 5.324 0.07 0.01 0.19
H -4.463 -4.655 3.363 0.21 0.05 0.01
H -0.767 5.912 1.923 0.03 -0.45 -1.13
H 6.636 0.782 -3.632 1.25 -0.88 0.74
H -3.434 1.723 -0.168 0.47 0.57 0.17
H -2.609 -2.871 0.956 -0.08 1.55 -1.07
H -2.363 4.729 0.714 1.26 0.34 -0.11
H -9.219 -0.379 3.489 -0.13 -0.10 -0.14
C -1.636 1.272 -1.065 -2.23 -0.26 -0.53
P -1.026 4.643 1.274 -1.13 -0.64 1.27
C -7.344 -0.117 1.064 1.92 1.83 0.69
```
Forces are in eV/Å.

Summary:
frontier orbital gap: 7.41 eV
relative energy (zero: lowest compared OMol25 entry of this formula, charge and spin): 915.2 kJ/mol
charge: +1
maximum force: 5.80 eV/Å

[2]
A cluster of 2 separate species, C5H11O3 in total at a distorted geometry. Source: the OMol25 dataset; level of theory: ωB97M-V with the def2-TZVPD basis set.

Structure (XYZ):
```
19
Properties=species:S:1:pos:R:3:forces:R:3
H -0.928 1.469 3.802 0.01 0.16 -0.03
H 0.615 1.323 1.021 0.20 0.02 0.00
H 2.335 -0.189 -0.032 -0.10 -0.10 0.21
H -2.244 1.227 -1.506 -0.86 0.36 0.19
O -1.025 2.294 3.309 -0.02 -0.39 -0.39
O 0.676 -2.407 -0.270 0.26 -0.33 0.26
H -1.034 2.362 -0.743 -0.27 0.19 -0.18
O 0.758 -1.445 -2.309 0.28 -0.23 0.04
H -0.994 1.988 2.383 0.03 0.23 0.43
C 0.921 -1.481 -1.065 -0.85 0.68 -0.33
H -1.437 -0.596 -0.153 0.07 -0.12 0.25
H -1.761 0.708 1.001 -0.07 -0.15 0.02
C -1.296 1.340 -1.017 1.16 -0.77 0.06
H -0.612 0.992 -1.794 0.21 0.23 0.02
H 0.408 -0.349 1.512 0.04 -0.18 -0.01
C 1.314 -0.116 -0.427 0.68 -0.08 -0.23
C -1.109 0.391 0.177 -0.16 0.12 -0.45
C 0.349 0.321 0.655 -0.47 0.36 0.15
H 1.384 0.626 -1.224 -0.13 0.01 0.01
```
Forces are in eV/Å.

Summary:
frontier orbital gap: 7.54 eV
relative energy (zero: lowest compared OMol25 entry of this formula, charge and spin): 43.7 kJ/mol
charge: -1
maximum force: 1.39 eV/Å

[3]
A structure of composition C23H34N5S2V. Source: the OMol25 dataset; level of theory: ωB97M-V with the def2-TZVPD basis set.

Structure (XYZ):
```
65
Properties=species:S:1:pos:R:3:forces:R:3
H -1.535 -2.814 4.540 0.00 -0.01 0.00
H 1.200 1.408 0.051 0.00 0.00 0.01
C 1.640 1.645 -0.917 -0.01 -0.01 0.02
S 1.335 -1.405 -0.296 0.03 0.02 0.00
H -6.841 0.563 2.281 0.00 0.00 0.00
H -4.386 1.992 -0.928 0.00 0.00 0.00
C -5.890 0.607 1.766 0.00 -0.01 0.01
H 2.565 -0.955 -4.370 0.00 0.00 0.01
C -5.729 1.355 0.636 0.00 0.01 -0.01
C 3.180 -1.856 -4.397 0.00 0.00 0.00
H 4.940 1.828 -2.006 0.00 0.00 0.00
H -2.068 1.582 3.672 0.00 0.00 0.00
H 1.274 2.632 -1.197 0.00 0.00 -0.01
C 2.354 -3.141 -4.450 0.00 0.00 0.00
C -1.367 -2.287 3.604 0.00 0.00 0.01
C 2.127 1.347 3.758 0.00 0.00 0.00
C -4.487 1.398 -0.029 -0.01 0.00 0.00
H 3.029 -3.966 -4.682 0.00 0.00 0.00
N 0.993 2.109 3.938 0.02 -0.01 -0.01
H 2.451 3.249 -3.117 0.00 0.00 0.00
H 2.392 -0.385 2.438 -0.02 0.00 -0.02
C 1.782 0.394 2.861 0.04 0.00 0.02
H 2.286 -3.366 -2.302 -0.01 0.01 0.00
H 3.051 1.554 4.266 0.00 0.00 0.00
H 3.483 0.670 -0.421 -0.01 0.00 0.00
H 0.908 2.914 4.535 0.00 0.00 0.00
H 0.818 1.124 -2.792 0.00 0.00 0.00
H 3.826 -1.776 -5.271 0.00 0.00 0.00
H -6.559 1.923 0.236 0.00 0.00 0.00
H 4.092 3.363 -3.729 0.00 0.00 0.00
H -1.094 -3.033 2.852 0.01 0.00 0.00
C -3.801 -1.628 3.873 0.01 0.00 0.01
C -3.396 0.698 0.426 0.00 0.00 0.00
C 0.942 -0.596 -1.769 0.00 -0.02 -0.01
C 3.503 3.199 -2.827 0.00 0.00 0.00
S -1.856 0.750 -0.433 0.00 0.00 -0.01
H -5.831 -0.986 3.958 0.00 0.00 0.00
N 1.101 0.719 -1.913 0.00 0.01 -0.01
C 1.616 -3.492 -3.157 0.01 -0.01 0.00
H -1.698 2.227 2.068 0.00 0.00 0.00
C -4.795 -0.129 2.273 0.00 0.02 -0.03
N -2.470 -0.774 2.089 0.06 -0.01 -0.01
N 0.486 -1.275 -2.817 0.01 0.02 0.02
H -3.855 -2.253 4.753 0.01 0.00 0.00
H -0.383 -2.902 -3.713 0.00 0.00 0.00
H -0.142 -3.069 -1.978 -0.01 0.00 0.01
C 0.006 1.613 3.169 -0.03 0.02 0.01
V -0.604 -0.585 1.059 -0.05 -0.08 -0.02
C -1.363 2.191 3.105 0.01 -0.01 -0.01
C -3.551 -0.079 1.609 0.00 0.02 0.01
H 3.694 4.034 -2.149 0.00 0.00 0.00
H 3.819 -1.844 -3.511 0.00 0.00 0.00
C 0.324 -2.727 -2.901 -0.01 0.00 -0.02
H 3.456 2.400 -0.121 0.00 0.00 0.00
H -0.520 -1.611 3.750 0.00 0.00 0.00
C 3.862 1.869 -2.173 0.00 0.00 0.01
N 0.455 0.562 2.499 -0.03 0.02 0.02
C -2.587 -1.528 3.168 0.00 0.00 0.01
C 3.162 1.627 -0.838 0.01 0.01 -0.01
H 1.643 -3.098 -5.282 0.00 0.00 0.00
C -4.887 -0.929 3.430 -0.02 0.00 0.02
H 0.298 -0.753 -3.659 0.00 -0.01 0.00
H 1.339 -4.550 -3.177 0.01 0.00 0.00
H 3.636 1.045 -2.857 0.00 0.00 0.00
H -1.374 3.200 3.515 0.00 0.00 0.00
```
Forces are in eV/Å.

Summary:
frontier orbital gap (spin up / spin down): 7.12 / 7.50 eV
relative energy (zero: lowest compared OMol25 entry of this formula, charge and spin): 0.0 kJ/mol
charge: +1
⟨S²⟩: 3.762
maximum force: 0.09 eV/Å
multiplicity: 4

[4]
The ion C5H7N4S2 with charge +1 at a distorted geometry. Source: the OMol25 dataset; level of theory: ωB97M-V with the def2-TZVPD basis set.

Structure (XYZ):
```
18
Properties=species:S:1:pos:R:3:forces:R:3
H 2.214 -2.506 -1.495 1.16 -0.85 -0.47
C -0.738 -0.943 0.370 -0.07 0.56 0.38
C -0.985 1.704 0.276 0.69 -0.97 -0.35
S 1.620 -1.045 1.671 -0.74 0.90 -0.18
N -0.520 -2.152 0.092 -1.16 0.58 -1.57
H 1.299 -1.173 -1.811 -0.66 0.27 0.56
C 0.387 -0.198 0.909 2.81 0.79 2.28
H 0.900 1.786 1.427 -0.86 -1.35 -0.86
C -2.058 -0.331 0.380 -3.32 -5.56 -0.51
N 0.278 1.135 0.880 -1.39 0.72 -0.18
H -3.021 1.451 0.898 0.35 -1.13 -0.51
H -0.946 1.702 -0.814 0.75 0.40 0.01
S -3.293 -1.468 0.263 0.44 1.06 0.29
N 1.454 -1.961 -1.203 -1.38 -1.50 0.73
C 0.651 -2.575 -0.292 0.61 1.18 -1.71
H -1.014 2.677 0.667 -0.61 1.35 0.25
N -2.218 0.925 0.521 1.74 4.84 1.44
H 0.683 -3.609 -0.105 1.65 -1.29 0.40
```
Forces are in eV/Å.

Summary:
frontier orbital gap (spin up / spin down): 6.06 / 6.06 eV
relative energy (zero: lowest compared OMol25 entry of this formula, charge and spin): 184.9 kJ/mol
charge: +1
maximum force: 6.50 eV/Å
SMILES string: [NH2+]=CN=C1C(=S)NCNC1=S